Run w
Molecular formula: C20H30N2O3
Method: DFT, ωB97M-V with the def2-TZVPD basis set

The HOMO energy comes out at -7.821 eV. Its orbital gap is 8.43 eV.

Element x y z (Å)
C1 -3.62340 -1.71699 1.94086
C2 -3.75995 -1.37790 0.41121
C3 -4.23810 -2.25482 -0.47421
C4 -4.58591 -2.10647 -1.80721
C5 -4.38161 -0.97974 -2.42554
C6 -3.98732 0.09238 -1.37351
C7 -3.76513 -0.21288 0.08251
C8 -3.17792 1.05585 0.65488
H1 -3.71627 1.97343 0.36647
H2 -3.38181 0.80972 1.81018
C9 -1.68276 1.48714 0.69720
C10 -1.10109 1.36623 1.98251
H3 -1.36157 1.92599 2.55536
C11 0.55361 1.41175 2.10267
H4 0.86224 2.29190 1.61215
H5 0.84657 1.12613 3.19909
C12 1.13809 0.09651 1.17694
N1 0.46629 0.34817 -0.10218
C13 1.15195 1.12500 -1.31955
O1 0.34029 1.36398 -2.11262
C14 2.49594 1.25667 -1.33133
C15 3.20193 0.04989 -1.29710
N2 4.64270 0.21680 -0.81460
C16 5.52797 -0.89356 -1.04807
H6 5.49191 -1.04900 -2.51122
H7 6.67815 -0.52595 -1.05268
C17 5.30325 -2.28392 -0.25235
H8 4.59625 -2.62248 -0.70695
H9 6.10801 -2.69543 0.11828
C18 4.74564 -1.38285 1.02420
H10 5.39655 -1.22546 1.76179
O2 4.53124 -0.00734 0.41686
H11 3.77447 -1.71285 1.28736
H12 3.41570 -0.36337 -2.54194
H13 2.73705 -0.95633 -1.00794
H14 2.81420 2.15971 -2.00961
H15 2.89010 1.72021 -0.47454
C19 -0.93207 0.21591 0.11189
H16 -1.31684 0.24102 -1.16397
H17 -1.24304 -0.65906 0.37782
H18 2.26686 0.26073 1.23816
H19 0.70422 -0.66540 1.74086
H20 -1.39790 0.30479 2.61615
C20 -1.44064 2.52740 0.04228
O3 -1.98259 2.80875 -1.36535
H21 -1.09663 2.21168 -1.88601
H22 -1.84487 3.32021 0.63530
H23 -0.19213 2.77734 0.07625
H24 -3.71817 1.26771 -1.90325
H25 -4.72700 -0.50973 -3.26208
H26 -4.98929 -2.80342 -2.47808
H27 -4.56170 -3.29576 -0.11544
H28 -3.70088 -2.70726 1.93301
H29 -4.25082 -1.20977 2.60656
H30 -2.52374 -1.59528 2.25855

Atom charges from the Mulliken analysis, given in e for atoms 1 to 8: atom 1 (C): -1.5237, atom 2 (C): 1.5354, atom 3 (C): -0.3681, atom 4 (C): -0.6174, atom 5 (C): -0.9656, atom 6 (C): -0.3458, atom 7 (C): 0.2364, atom 8 (C): -1.7119



Run x
Molecular formula: C20H30N2O3
Method: DFT, ωB97M-V with the def2-TZVPD basis set

The HOMO energy comes out at -8.136 eV. Its orbital gap is 8.86 eV.

Element x y z (Å)
C1 -4.84985 -1.82654 6.75780
H1 -4.85868 -1.20029 7.65258
H2 -4.86088 -2.87919 7.02821
H3 -5.71994 -1.57701 6.14717
O1 -3.65367 -1.61741 6.02084
C2 -3.46110 -0.37638 5.54692
O2 -4.23566 0.52502 5.72874
C3 -2.15916 -0.28762 4.79188
C4 -1.99105 1.07056 4.11874
C5 -0.60887 1.23656 3.49095
C6 -0.41168 0.30478 2.30194
O3 -1.29076 -0.44074 1.90856
N1 0.81123 0.32028 1.71682
C7 1.86836 1.27873 1.94167
H4 1.71204 1.81752 2.87378
C8 1.95285 2.25572 0.76424
C9 2.16127 1.48718 -0.53894
H5 2.16760 2.16826 -1.39024
H6 3.12807 0.98264 -0.50256
C10 1.03493 0.46202 -0.71416
N2 1.10302 -0.21677 -1.99093
C11 2.20787 -1.13101 -2.17437
H7 2.10287 -2.06511 -1.60178
H8 3.13907 -0.64776 -1.88876
H9 2.27299 -1.38198 -3.23253
C12 -0.16576 -0.75609 -2.45601
C13 -0.63739 -0.00872 -3.71833
C14 0.32349 -0.22112 -4.84917
C15 0.21782 -1.34125 -5.66469
C16 1.13272 -1.56692 -6.67756
C17 2.16969 -0.67388 -6.88758
C18 2.28446 0.44465 -6.07964
C19 1.36750 0.66846 -5.06826
H10 1.46261 1.53695 -4.43385
H11 3.09189 1.14480 -6.23964
H12 2.88423 -0.84889 -7.67864
H13 1.03673 -2.44131 -7.30524
H14 -0.59030 -2.04166 -5.50476
H15 -1.62837 -0.37690 -3.99008
H16 -0.70904 1.05399 -3.48431
H17 -0.06421 -1.82104 -2.68970
H18 -0.93570 -0.65989 -1.68445
H19 0.08846 1.01619 -0.71122
C20 1.02424 -0.46715 0.51963
H20 0.21464 -1.19483 0.44607
H21 1.98012 -0.99181 0.60930
H22 2.77563 2.95315 0.92899
H23 1.02515 2.82933 0.70841
H24 2.81312 0.72679 2.02071
H25 0.16242 1.03321 4.23766
H26 -0.49539 2.26758 3.14817
H27 -2.75177 1.17330 3.34440
H28 -2.15274 1.85854 4.85638
H29 -2.13547 -1.08179 4.04455
H30 -1.34967 -0.47515 5.50232

Atom charges from the Mulliken analysis, given in e for atoms 1 to 8: atom 1 (C): -0.6468, atom 2 (H): 0.2912, atom 3 (H): 0.2245, atom 4 (H): 0.2884, atom 5 (O): -0.2872, atom 6 (C): 0.4655, atom 7 (O): -0.5775, atom 8 (C): -0.4084



Q: Which of them is the most stable? A: run x.



Run w
Molecular formula: C23H30N2O3
Method: DFT, ωB97M-V with the def2-TZVPD basis set

The HOMO energy comes out at -8.075 eV. Its orbital gap is 8.80 eV.

Element x y z (Å)
C1 -1.23698 4.56715 -0.27772
C2 -1.67790 3.36809 0.50649
C3 -2.89616 3.39276 1.17331
C4 -3.33781 2.30791 1.90864
C5 -2.55648 1.16915 1.98399
C6 -1.34033 1.12677 1.32725
C7 -0.89472 2.21417 0.58822
C8 0.45283 2.13632 -0.09699
C9 1.46138 3.00045 0.63743
C10 1.69125 2.77149 1.98806
C11 2.62407 3.52604 2.67520
C12 3.33650 4.51700 2.01984
C13 3.11765 4.74494 0.67249
C14 2.18680 3.98650 -0.01694
H1 2.02376 4.16384 -1.07149
H2 3.67496 5.51212 0.15478
H3 4.06358 5.10797 2.55713
H4 2.79652 3.34195 3.72549
H5 1.13385 1.99475 2.48946
O1 0.86615 0.78096 -0.11452
C15 1.99448 0.53250 -0.90255
C16 2.29960 -0.97089 -0.85919
O2 3.48763 -1.25287 -1.56230
H6 3.35303 -1.03787 -2.49298
C17 1.11659 -1.80661 -1.39133
N1 0.09258 -1.96003 -0.37937
C18 0.23928 -3.14085 0.44266
C19 -0.21214 -4.43325 -0.25569
H7 0.43118 -4.63534 -1.11438
H8 -0.12351 -5.27460 0.43487
C20 -1.65927 -4.29148 -0.74837
C21 -2.01755 -5.53929 -1.54366
O3 -1.81473 -5.66250 -2.73001
N2 -2.55752 -6.53631 -0.80133
H9 -2.71224 -6.44959 0.18651
H10 -2.77848 -7.41033 -1.24926
C22 -1.77653 -3.04014 -1.61983
C23 -1.27046 -1.81978 -0.84260
H11 -1.90133 -1.67099 0.04032
H12 -1.34036 -0.91643 -1.45045
H13 -1.18624 -3.18869 -2.52545
H14 -2.81560 -2.88912 -1.91723
H15 -2.32693 -4.19895 0.11559
H16 -0.36552 -2.99069 1.34355
H17 1.28404 -3.22977 0.74657
H18 1.52561 -2.77092 -1.72834
H19 0.69216 -1.30108 -2.26273
H20 2.49678 -1.25259 0.17839
H21 1.81075 0.84245 -1.94891
H22 2.87171 1.08929 -0.53643
H23 0.36116 2.49825 -1.13722
H24 -0.72163 0.24469 1.36163
H25 -2.89212 0.31579 2.55522
H26 -4.28909 2.35351 2.41864
H27 -3.50944 4.28106 1.11416
H28 -1.99956 5.34157 -0.25113
H29 -0.31333 4.97374 0.13223
H30 -1.05217 4.30231 -1.31847

Atom charges from the Mulliken analysis, given in e for atoms 1 to 8: atom 1 (C): -1.3334, atom 2 (C): 0.9518, atom 3 (C): -0.8341, atom 4 (C): -0.6755, atom 5 (C): -1.0425, atom 6 (C): -0.4111, atom 7 (C): 0.3634, atom 8 (C): -0.3735



Run x
Molecular formula: C23H30N2O3
Method: DFT, ωB97M-V with the def2-TZVPD basis set

The HOMO energy comes out at -8.057 eV. Its orbital gap is 8.75 eV.

Element x y z (Å)
C1 -7.55496 -1.46645 1.59603
C2 -6.43050 -0.44363 1.53604
H1 -5.85077 -0.46332 2.46966
H2 -6.84366 0.56472 1.39739
O1 -5.60570 -0.78773 0.44190
C3 -4.47287 -0.05960 0.19606
C4 -4.12047 1.06659 0.93087
C5 -2.98452 1.79903 0.63790
C6 -2.15186 1.40277 -0.39580
C7 -2.48934 0.27536 -1.13138
C8 -3.63192 -0.46968 -0.85934
O2 -3.82743 -1.51329 -1.71555
C9 -4.62278 -2.63222 -1.36707
C10 -4.03713 -3.43016 -0.20703
H3 -4.61993 -4.33451 -0.05525
H4 -3.00697 -3.70461 -0.42340
H5 -4.05748 -2.84272 0.70725
H6 -4.61980 -3.23920 -2.27738
H7 -5.64955 -2.33188 -1.14381
H8 -1.87740 -0.04522 -1.96065
C11 -0.96911 2.24297 -0.75617
O3 -1.09725 3.41497 -1.06594
N1 0.23753 1.62491 -0.75522
C12 0.53032 0.35287 -0.13816
H9 1.06862 -0.27170 -0.86132
C13 1.39974 0.57468 1.11623
N2 2.60245 1.33911 0.85670
C14 3.67822 0.58754 0.23726
H10 3.33270 -0.10682 -0.54370
C15 4.46188 -0.20406 1.29788
C16 5.67506 -0.83482 0.68007
C17 5.60105 -2.09523 0.10082
C18 6.70933 -2.66148 -0.50375
C19 7.90885 -1.97164 -0.53917
C20 7.99285 -0.71346 0.03250
C21 6.88271 -0.14964 0.63521
H11 6.95256 0.83191 1.08232
H12 8.92667 -0.17067 0.00960
H13 8.77529 -2.41347 -1.00869
H14 6.63740 -3.64414 -0.94710
H15 4.66765 -2.64023 0.12898
H16 4.75067 0.48608 2.09121
H17 3.82111 -0.97391 1.73012
H18 4.36386 1.29648 -0.23267
C22 2.26093 2.58910 0.20582
C23 1.42879 2.38926 -1.06839
H19 2.01068 1.84501 -1.82068
H20 1.11077 3.34925 -1.47682
H21 1.67367 3.17955 0.91652
H22 3.17614 3.13712 -0.02310
H23 0.80950 1.12955 1.85297
H24 1.67070 -0.38873 1.54918
H25 -0.39390 -0.15154 0.14044
H26 -2.74852 2.68221 1.21048
H27 -4.75299 1.39890 1.73816
H28 -8.21483 -1.24029 2.42857
H29 -7.14465 -2.46443 1.72635
H30 -8.12684 -1.44427 0.67236

Atom charges from the Mulliken analysis, given in e for atoms 1 to 8: atom 1 (C): -1.4104, atom 2 (C): -0.4158, atom 3 (H): 0.4266, atom 4 (H): 0.3717, atom 5 (O): -0.3080, atom 6 (C): 1.0668, atom 7 (C): -0.6224, atom 8 (C): -1.3809



Q: Which of them is the most stable? A: run w.



Run w
Molecular formula: C4H5NS2
Method: DFT, ωB97M-V with the def2-TZVPD basis set

The HOMO energy (spin up / spin down) comes out at -7.492 / -7.335 eV. Its orbital gap (spin up / spin down) is 7.12 / 6.66 eV.

Element x y z (Å)
C1 -1.05867 1.48308 -0.15659
C2 -1.42486 0.19070 -0.10292
C3 -1.88506 -0.94801 0.23729
C4 1.42838 -0.43054 -0.02825
N1 0.13435 2.00139 0.01946
S1 1.52269 1.27883 0.21520
S2 2.89250 -1.35399 -0.02958
H1 -1.80934 2.18839 -0.60212
H2 -2.21194 -1.37926 1.15789
H3 -1.71797 -1.75523 -0.52605
H4 0.60027 -1.06253 -0.35621
H5 3.52965 -0.21282 0.17189

Atom charges from the Mulliken analysis, given in e for atoms 1 to 8: atom 1 (C): 0.1072, atom 2 (C): 0.0716, atom 3 (C): -0.7408, atom 4 (C): -0.0375, atom 5 (N): -0.4410, atom 6 (S): 0.1639, atom 7 (S): -0.1229, atom 8 (H): 0.2673



Run x
Molecular formula: C4H5NS2
Method: DFT, ωB97M-V with the def2-TZVPD basis set

The HOMO energy comes out at -8.360 eV. Its orbital gap is 8.07 eV.

Element x y z (Å)
C1 -2.39564 0.20859 0.06385
C2 -1.08245 0.12427 0.36388
C3 -0.42781 -0.52657 1.68190
C4 0.07102 0.31957 -0.66555
H1 -2.86284 0.57426 -0.84853
H2 -3.11579 0.26122 0.90543
H3 -0.92457 -1.32666 2.21748
H4 -0.38238 0.38157 2.46129
H5 1.80553 -0.04398 -0.90858
N1 1.06307 -0.61359 -0.34684
S1 1.29086 -0.98824 1.30155
S2 0.02463 1.21909 -1.93053

Atom charges from the Mulliken analysis, given in e for atoms 1 to 8: atom 1 (C): -0.7918, atom 2 (C): 0.3284, atom 3 (C): -0.5056, atom 4 (C): 0.1643, atom 5 (H): 0.3143, atom 6 (H): 0.2419, atom 7 (H): 0.3764, atom 8 (H): 0.2550



Q: Which of them is the most stable? A: run x.



Run w
Molecular formula: C4H5NS2
Method: DFT, ωB97M-V with the def2-TZVPD basis set

The HOMO energy comes out at -8.825 eV. Its orbital gap is 8.51 eV.

Element x y z (Å)
C1 2.22333 -0.21328 -0.63116
C2 -0.31472 -0.62078 0.85834
C3 -1.54983 -0.04948 0.00223
C4 -1.14398 1.37315 -0.52140
H1 2.88882 -0.73656 -1.32681
H2 0.05464 0.19340 1.42142
H3 -0.50057 -1.64646 1.30044
H4 -2.60271 -0.04084 0.70263
H5 -1.86544 -0.81228 -0.95089
N1 -0.65961 2.61221 -0.53183
S1 2.67693 1.13850 0.21297
S2 0.79314 -1.19759 -0.53595

Atom charges from the Mulliken analysis, given in e for atoms 1 to 8: atom 1 (C): -0.1499, atom 2 (C): -0.6514, atom 3 (C): -0.3917, atom 4 (C): 0.2159, atom 5 (H): 0.2882, atom 6 (H): 0.4468, atom 7 (H): 0.2986, atom 8 (H): 0.2904



Run x
Molecular formula: C4H5NS2
Method: DFT, ωB97M-V with the def2-TZVPD basis set

The HOMO energy comes out at -8.549 eV. Its orbital gap is 7.74 eV.

Element x y z (Å)
C1 -0.17776 0.69631 1.08610
C2 0.61859 -0.69986 -0.82718
C3 0.08307 0.38442 -1.73849
C4 -0.83320 1.46041 -2.04401
H1 0.25860 0.77312 2.32650
H2 -1.37498 0.41920 1.05846
H3 0.12273 1.53993 0.35751
H4 0.72922 -3.04654 1.15460
H5 -1.34557 2.75482 -2.13945
N1 0.39326 -0.49452 0.50530
S1 0.46044 -1.70182 1.84506
S2 1.06561 -2.08547 -1.58440

Atom charges from the Mulliken analysis, given in e for atoms 1 to 8: atom 1 (C): -0.8391, atom 2 (C): 0.6180, atom 3 (C): -0.3732, atom 4 (C): -0.3380, atom 5 (H): 0.2797, atom 6 (H): 0.3076, atom 7 (H): 0.2958, atom 8 (H): 0.1760



Q: Which of them is the most stable? A: run w.